Entry from the OMol25 dataset: a 3-piece molecular cluster, C26H54ClFN6O3PS overall (ωB97M-V/def2-TZVPD).

The geometry in XYZ format:
```
93
Properties=species:S:1:pos:R:3:forces:R:3:lowdin_charge:R:1
S -0.427276 -0.207703 -4.528609 -1.1 0.3 0.1 0.3521
H -5.827808 -0.665228 4.857126 0.0 0.0 0.0 0.1016
C -6.891302 -0.824805 5.066322 0.0 0.0 0.1 -0.2299
O -1.489303 -0.055586 -5.451405 -0.1 0.3 -0.7 -0.2999
H -4.239513 0.768766 2.621205 0.0 0.0 0.0 0.0799
H -2.919947 3.324725 5.191603 0.0 0.0 0.0 0.0707
H -9.058932 -1.919538 6.562987 0.0 0.0 0.0 0.0650
H -6.756372 -2.904641 4.567773 0.0 0.0 0.0 0.1086
C 8.105267 -1.129892 -1.549582 0.1 -0.5 0.2 -0.4241
C -9.211924 -2.757269 5.881247 -0.1 0.1 -0.1 -0.1106
H -7.954620 0.213375 2.631401 0.0 0.0 0.0 0.0681
C -2.274441 0.108142 2.071305 0.0 0.0 -0.1 -0.2596
C 4.635316 3.304599 -4.705765 -2.9 -0.5 -3.2 -0.2711
C 3.934366 0.088558 -0.956478 0.0 -0.2 0.4 -0.1135
C -2.565526 3.047255 3.072758 -0.1 0.1 0.0 -0.2695
N 1.847322 -2.218925 -0.280507 0.4 0.0 -0.6 -0.2685
H -2.601020 -0.932984 2.123094 0.0 0.0 0.0 0.1081
H 4.694628 -1.813711 -0.495762 0.0 -0.2 0.4 0.1106
H 1.987239 2.058963 -1.163956 0.2 0.3 0.3 0.1150
H -3.580543 1.821089 4.563132 0.0 0.0 0.0 0.0636
C -7.363004 -2.043002 4.271804 0.0 0.0 -0.1 -0.2316
N 4.099412 1.077401 -2.029936 -0.6 -1.4 -0.8 0.0466
H -8.707018 0.354300 5.032670 0.0 0.0 0.0 0.0995
H -7.160191 -1.886518 3.208203 0.0 0.0 0.0 0.0995
H 1.709241 -3.129728 0.135112 -0.3 0.0 0.4 -0.0223
H 6.604190 1.817047 -3.905002 0.1 0.1 -0.2 0.1947
N 5.732992 1.912322 -3.403344 0.3 0.2 -0.7 0.1720
H 0.224464 2.007207 -4.197128 0.1 0.2 -0.4 0.0904
H -6.475179 1.081891 3.058730 0.0 0.0 0.0 0.0508
H -4.178625 3.011101 1.655552 0.0 0.0 0.0 0.1107
N 8.823157 -1.429593 -2.540397 -0.2 0.2 -0.4 0.1816
H 7.645731 0.916211 -1.756677 0.1 0.3 -0.1 0.1329
H -9.069792 -3.242989 3.798238 0.0 0.0 0.0 0.1040
C 5.585776 -1.490834 -5.061594 -0.5 -0.3 -0.3 -0.1850
C 0.454649 1.095089 -2.241645 0.2 0.7 -0.7 -0.1949
H 6.297196 -2.295079 -5.174192 0.6 -0.1 0.1 0.1311
C 1.739402 1.935555 -2.207688 0.1 -1.1 0.3 -0.1329
H -4.386299 3.354607 4.212385 0.0 0.0 0.0 0.0759
H -2.376582 4.113117 2.920460 0.0 0.0 0.0 0.1037
N 4.013301 3.275436 -5.713667 2.3 0.4 3.0 0.2275
H -8.614965 -3.599099 6.237296 0.0 0.0 0.0 0.0748
H 2.537345 0.170788 -3.073236 0.2 -0.4 -0.2 0.0493
H 5.932773 -2.250122 -2.296975 0.8 0.1 0.1 0.1491
H 6.060902 -0.522689 -5.064958 0.3 0.2 0.1 0.1022
H -0.820588 1.251894 0.921498 0.0 0.0 0.0 0.0576
H -1.586486 2.582716 3.223240 0.0 0.0 0.0 0.0961
P 2.709489 -2.359234 -1.582405 -0.5 0.0 1.1 0.7702
O -0.423776 -1.348660 -3.682903 0.7 -0.4 0.4 -0.3254
C -8.839225 -2.393995 4.446597 0.0 -0.1 0.1 -0.2703
H -6.955900 -1.039230 6.136517 0.0 0.0 0.0 0.1019
H -10.262524 -3.042206 5.944545 0.0 0.0 0.0 0.0696
C -7.650823 0.468432 4.775923 0.1 0.0 -0.1 -0.2643
C 2.884983 1.175475 -2.896993 -0.8 1.2 0.6 -0.1302
C 5.254121 0.930819 -2.672611 0.1 0.4 0.0 -0.2853
C -7.523033 0.932994 3.328372 -0.1 0.1 0.1 -0.1032
H 3.094667 1.630944 -3.852125 0.4 -0.1 -0.3 0.0915
H 4.422931 -2.778643 -3.896097 -0.4 -0.4 0.0 0.1194
H -8.042011 1.881488 3.183416 0.0 0.0 0.0 0.0715
H -1.652593 -0.014642 -0.002435 0.0 0.0 0.0 0.0724
H 7.245679 -1.888457 0.216001 -0.2 -0.2 0.2 0.0685
C 4.250207 -1.346733 -1.362533 0.3 -0.2 -1.0 -0.3228
H 2.058727 -1.906472 -2.746163 0.3 0.0 -0.2 -0.0003
C 7.101136 0.003277 -1.551567 0.6 0.3 -0.6 -0.0710
Cl 1.337185 -0.188487 -5.596744 0.0 -0.1 0.1 0.4298
F 4.790763 -1.530137 -6.188526 -0.3 0.0 -0.4 -0.0373
H 8.475594 -2.937988 -0.483515 0.4 -0.3 0.0 0.0889
H 3.758574 -1.170213 -4.062951 -0.3 0.2 -0.1 0.0674
N 6.083691 -0.172582 -2.640678 0.2 0.4 1.9 0.0078
H 8.621672 -0.802808 -3.324645 0.2 -0.1 -0.1 0.0621
H 1.593338 2.902347 -2.660439 0.0 0.4 0.0 0.1183
H -2.607414 2.733903 0.946905 0.0 0.0 0.0 0.0953
C -0.291740 1.295153 -3.573226 0.6 -0.3 0.6 -0.2418
C 8.207561 -1.916254 -0.283642 -0.6 0.4 0.0 -0.0221
C 5.293954 -1.410352 -2.511135 -1.1 -0.3 -0.6 -0.2510
C -3.502556 0.987459 1.844762 0.0 0.0 0.0 -0.2269
H 8.899672 -1.436393 0.393296 0.4 0.0 0.2 0.0958
C -1.225166 0.236661 0.971946 0.1 0.0 0.1 -0.1233
H 4.586352 0.390197 -0.153672 0.2 0.1 0.3 0.1263
H 2.937463 0.113303 -0.538095 -0.4 0.3 0.0 0.1115
C 4.667259 -1.728034 -3.881256 0.5 0.3 0.2 -0.1321
H 6.657859 0.141654 -0.575646 -0.3 -0.2 0.3 0.1157
H -9.468290 -1.568823 4.102206 0.0 0.0 0.0 0.0982
H -3.971986 0.701092 0.898162 0.0 0.0 0.0 0.1129
H -1.292555 1.671562 -3.426388 -0.5 -0.2 -0.1 0.1149
C -3.413387 2.873873 4.330136 0.1 0.0 0.0 -0.1056
H 0.685360 0.049464 -2.097683 0.0 -0.4 0.2 0.0771
C -3.229414 2.490880 1.814846 0.1 0.0 0.0 -0.2274
H -7.260826 1.250608 5.432490 0.0 0.0 0.0 0.1033
H -0.390012 -0.442304 1.152568 0.0 0.0 -0.1 0.0609
H -0.176590 1.365118 -1.413729 -0.4 0.2 0.2 0.0952
H -1.819601 0.333729 3.039342 0.0 0.0 0.0 0.1012
H 3.167832 -3.651781 -1.901239 0.1 0.1 -0.3 0.0312
O 5.085937 3.141778 -3.485626 0.7 0.2 0.3 0.0816
```
Forces are in eV/Å.

As for the gap between HOMO and LUMO: 7.870 eV. For the largest force on an atom, the calculation gives 4.361 eV/Å. As for the charge: +1.